{"formula": "C2H14O5", "method": "ωB97M-V with the def2-TZVPD basis set", "mol_weight_g_mol": 118.129, "spin_multiplicity": 1, "e_above_lowest_kj_mol": 109.2, "homo_ev": -10.440, "energy_ev": -12538.02540, "gap_ev": 10.78, "total_charge": 0, "smiles": "CCO.O.O.O.O", "symbols": ["C", "O", "C", "H", "H", "H", "H", "H", "H", "H", "H", "O", "H", "H", "O", "H", "H", "O", "H", "H", "O"], "positions_angstrom": [[-1.433, 2.024, 0.965], [-0.111, 1.461, 1.172], [-1.704, 1.914, -0.546], [-2.032, 1.221, 1.406], [-1.658, 2.985, 1.441], [0.431, 2.228, 1.382], [-1.534, 2.827, -1.107], [-1.083, 1.109, -0.934], [-2.705, 1.645, -0.842], [1.519, -0.112, 2.440], [2.630, -1.160, 2.178], [1.683, -1.059, 2.282], [-1.194, -1.779, -1.501], [0.144, -1.377, -0.871], [-0.398, -1.268, -1.663], [0.176, -1.972, 1.427], [0.389, -3.455, 0.995], [-0.163, -2.691, 0.858], [2.429, 0.055, -3.313], [1.084, -0.163, -2.345], [1.549, 0.352, -3.025]], "lowdin_charge": [-0.268, -0.108, -0.081, 0.104, 0.114, 0.075, 0.066, 0.051, 0.063, 0.047, 0.050, -0.049, 0.050, 0.020, -0.063, 0.014, 0.036, -0.064, 0.037, -0.011, -0.083]}

{"formula": "C3H7NO", "method": "ωB97M-V with the def2-TZVPD basis set", "mol_weight_g_mol": 73.095, "spin_multiplicity": 1, "e_above_lowest_kj_mol": 264.8, "homo_ev": -8.430, "energy_ev": -6760.00585, "gap_ev": 9.22, "total_charge": 0, "smiles": "C=CN.C=O", "symbols": ["O", "C", "H", "H", "C", "C", "N", "H", "H", "H", "H", "H"], "positions_angstrom": [[2.357, 3.386, -1.835], [2.435, 2.191, -1.732], [2.115, 1.628, -2.631], [2.560, 1.559, -0.831], [-0.241, -1.484, 0.212], [-1.413, -1.505, 0.897], [-1.918, -0.304, 1.385], [0.071, -2.417, -0.224], [0.200, -0.466, 0.041], [-2.020, -2.404, 0.877], [-1.334, 0.254, 1.987], [-2.815, -0.439, 1.854]], "lowdin_charge": [-0.007, -0.151, 0.077, 0.079, -0.041, -0.305, 0.006, 0.029, 0.058, 0.096, 0.080, 0.079]}

{"formula": "C15H29BNO3PS", "method": "ωB97M-V with the def2-TZVPD basis set", "mol_weight_g_mol": 345.254, "spin_multiplicity": 1, "homo_ev": -5.983, "energy_ev": -44456.59621, "gap_ev": 5.12, "total_charge": 0, "symbols": ["C", "C", "C", "C", "C", "C", "B", "O", "C", "C", "P", "S", "O", "C", "C", "H", "H", "H", "H", "H", "H", "H", "H", "H", "H", "H", "H", "H", "H", "H", "C", "N", "C", "C", "C", "C", "O", "H", "H", "H", "H", "H", "H", "H", "H", "H", "H", "H", "H", "H", "H"], "positions_angstrom": [[5.089, -0.959, -1.397], [4.435, 0.420, -1.431], [4.547, 1.236, -2.522], [3.906, 2.462, -2.517], [3.164, 2.854, -1.433], [2.412, 4.169, -1.415], [0.790, 3.889, -1.555], [0.253, 3.562, -0.184], [-0.344, 2.311, -0.224], [0.023, 1.645, -1.588], [-1.171, 0.461, -2.313], [-3.065, 0.708, -1.851], [0.349, 2.746, -2.380], [3.083, 2.039, -0.314], [3.723, 0.820, -0.323], [5.609, -1.173, -2.335], [4.354, -1.752, -1.218], [5.786, -0.962, -0.551], [5.113, 0.916, -3.394], [3.960, 3.137, -3.367], [2.557, 4.681, -0.456], [2.824, 4.804, -2.210], [0.272, 4.924, -1.947], [-1.432, 2.517, -0.309], [-0.271, 1.708, 0.699], [0.979, 1.072, -1.607], [-0.759, -0.795, -1.802], [-0.979, 0.372, -3.709], [2.510, 2.303, 0.570], [3.637, 0.165, 0.544], [-3.493, -1.889, 0.663], [-3.473, -2.602, 1.989], [-4.382, -3.787, 1.897], [-3.978, -1.683, 3.050], [-2.082, -3.115, 2.315], [-1.015, -2.056, 2.502], [-0.857, -1.306, 1.310], [-4.531, -1.774, 0.355], [-3.055, -0.905, 0.779], [-2.952, -2.481, -0.068], [-5.385, -3.435, 1.672], [-4.373, -4.308, 2.853], [-4.022, -4.438, 1.105], [-3.362, -0.789, 3.068], [-3.936, -2.198, 4.007], [-5.004, -1.414, 2.809], [-1.809, -3.779, 1.494], [-2.177, -3.701, 3.230], [-0.073, -2.562, 2.733], [-1.253, -1.388, 3.336], [-0.144, -0.669, 1.439]], "lowdin_charge": [-0.066, -0.316, -0.059, -0.038, -0.251, -0.069, -0.687, -0.070, -0.247, -0.530, 0.437, 0.057, -0.067, -0.052, -0.078, 0.067, 0.067, 0.073, 0.107, 0.116, 0.100, 0.087, 0.092, 0.083, 0.101, 0.107, -0.037, -0.011, 0.119, 0.105, -0.019, -0.366, 0.004, 0.018, -0.096, -0.220, -0.070, 0.109, 0.066, 0.113, 0.111, 0.110, 0.115, 0.111, 0.115, 0.116, 0.143, 0.139, 0.136, 0.123, 0.102]}

{"formula": "C18H47N3O7", "method": "ωB97M-V with the def2-TZVPD basis set", "mol_weight_g_mol": 417.588, "spin_multiplicity": 1, "e_above_lowest_kj_mol": 654.6, "homo_ev": -8.477, "energy_ev": -38224.88524, "gap_ev": 9.22, "total_charge": 0, "smiles": "COCCNCCOC.COCCNCCOC.COCCNCCOC.O", "symbols": ["C", "O", "C", "C", "N", "C", "C", "O", "C", "H", "H", "H", "H", "H", "H", "H", "H", "H", "H", "H", "H", "H", "H", "H", "C", "O", "C", "C", "N", "C", "C", "O", "C", "H", "H", "H", "H", "H", "H", "H", "H", "H", "H", "H", "H", "H", "H", "H", "C", "O", "C", "C", "N", "C", "C", "O", "C", "H", "H", "H", "H", "H", "H", "H", "H", "H", "H", "H", "H", "H", "H", "H", "O", "H", "H"], "positions_angstrom": [[-3.871, -4.091, 0.732], [-3.310, -3.268, 1.802], [-4.273, -2.317, 2.306], [-4.831, -1.187, 1.329], [-3.794, -0.200, 1.091], [-3.848, 0.476, -0.220], [-5.106, 1.211, -0.691], [-6.025, 0.348, -1.312], [-7.267, 0.859, -1.763], [-3.095, -4.771, 0.381], [-4.241, -3.523, -0.121], [-4.702, -4.703, 1.081], [-3.753, -1.811, 3.119], [-5.093, -2.915, 2.704], [-5.660, -0.667, 1.810], [-5.157, -1.648, 0.397], [-2.855, -0.567, 1.154], [-3.618, -0.233, -1.015], [-2.995, 1.153, -0.176], [-4.968, 2.096, -1.313], [-5.581, 1.504, 0.246], [-7.830, 1.134, -0.872], [-7.860, 0.156, -2.347], [-7.233, 1.712, -2.441], [3.943, -5.817, -1.497], [3.274, -4.612, -1.120], [2.622, -3.957, -2.158], [3.574, -3.148, -3.139], [4.144, -1.940, -2.586], [4.943, -2.115, -1.367], [5.571, -0.790, -0.780], [6.420, -0.284, -1.816], [7.732, -0.763, -1.548], [3.362, -6.606, -1.974], [4.299, -6.281, -0.577], [4.830, -5.650, -2.108], [1.924, -3.197, -1.806], [2.074, -4.681, -2.761], [3.025, -2.827, -4.024], [4.261, -3.865, -3.589], [4.715, -1.285, -3.102], [5.742, -2.813, -1.615], [4.356, -2.580, -0.574], [6.165, -1.078, 0.088], [4.787, -0.102, -0.466], [8.439, -0.358, -2.272], [7.887, -1.842, -1.560], [8.096, -0.444, -0.571], [0.608, -0.477, 1.894], [0.233, 0.832, 1.679], [0.723, 1.830, 2.564], [0.180, 3.162, 2.021], [0.736, 3.642, 0.780], [0.129, 4.897, 0.304], [-0.176, 5.971, 1.298], [-1.395, 5.708, 1.931], [-1.799, 6.857, 2.723], [0.152, -0.860, 2.807], [1.693, -0.572, 1.943], [0.296, -1.049, 1.021], [1.811, 1.895, 2.591], [0.289, 1.679, 3.552], [0.255, 3.908, 2.812], [-0.901, 3.044, 1.937], [0.383, 2.999, 0.085], [-0.738, 4.728, -0.334], [0.914, 5.356, -0.297], [-0.370, 6.745, 0.555], [0.662, 6.234, 1.944], [-1.157, 7.222, 3.525], [-2.734, 6.547, 3.189], [-2.044, 7.718, 2.101], [0.741, 0.290, -2.059], [0.762, 0.104, -1.120], [1.531, -0.126, -2.404]], "lowdin_charge": [-0.090, -0.204, -0.188, -0.194, -0.071, -0.190, -0.219, -0.209, -0.108, 0.083, 0.072, 0.080, 0.114, 0.107, 0.113, 0.095, 0.097, 0.115, 0.112, 0.123, 0.116, 0.084, 0.083, 0.080, -0.099, -0.197, -0.213, -0.204, -0.066, -0.195, -0.181, -0.185, -0.126, 0.085, 0.086, 0.079, 0.117, 0.114, 0.111, 0.097, 0.105, 0.107, 0.107, 0.108, 0.120, 0.087, 0.083, 0.083, -0.130, -0.213, -0.190, -0.232, -0.040, -0.211, -0.275, -0.185, -0.089, 0.090, 0.085, 0.083, 0.122, 0.122, 0.114, 0.118, 0.097, 0.127, 0.114, 0.118, 0.134, 0.084, 0.084, 0.081, -0.050, 0.004, 0.014]}

{"formula": "C3H8O2S", "method": "ωB97M-V with the def2-TZVPD basis set", "mol_weight_g_mol": 108.162, "spin_multiplicity": 1, "e_above_lowest_kj_mol": 132.8, "homo_ev": -8.591, "energy_ev": -18169.86800, "gap_ev": 9.45, "total_charge": 0, "smiles": "O=CO.CSC", "symbols": ["C", "S", "C", "H", "H", "H", "H", "H", "H", "O", "C", "O", "H", "H"], "positions_angstrom": [[0.035, -0.413, 1.762], [0.375, -0.410, 0.059], [2.168, -0.343, 0.206], [0.424, -1.169, 2.377], [0.245, 0.618, 2.169], [-1.129, -0.473, 1.974], [2.721, -0.355, -0.774], [2.578, -1.071, 0.817], [2.332, 0.574, 0.815], [-2.439, 1.759, -1.560], [-2.199, 0.553, -1.494], [-1.369, 0.008, -2.524], [-2.385, -0.062, -0.642], [-1.357, 0.783, -3.188]], "lowdin_charge": [-0.490, 0.770, -0.407, 0.012, 0.053, 0.081, 0.063, -0.001, 0.041, 0.023, -0.335, -0.055, 0.103, 0.141]}

{"formula": "C5H8O2", "method": "ωB97M-V with the def2-TZVPD basis set", "mol_weight_g_mol": 100.117, "spin_multiplicity": 1, "e_above_lowest_kj_mol": 453.3, "homo_ev": -9.164, "energy_ev": -9405.13408, "gap_ev": 8.89, "total_charge": 0, "symbols": ["C", "C", "C", "O", "C", "C", "O", "H", "H", "H", "H", "H", "H", "H", "H"], "positions_angstrom": [[1.596, -0.592, 0.196], [0.411, 0.312, 0.511], [0.149, 1.345, -0.573], [-0.337, 0.965, -1.640], [-1.815, 0.746, 0.120], [-0.977, -0.414, 0.526], [-1.030, -1.601, -0.229], [2.530, -0.019, 0.182], [1.472, -1.073, -0.778], [1.686, -1.380, 0.949], [0.547, 0.826, 1.467], [0.441, 2.399, -0.430], [-2.502, 0.496, -0.707], [-1.237, -0.684, 1.558], [-0.934, -1.325, -1.153]], "lowdin_charge": [-0.046, -0.300, -0.255, 0.016, 0.225, -0.446, -0.032, 0.084, 0.083, 0.089, 0.141, 0.139, 0.052, 0.158, 0.092]}